1.
Here is 2 unconnected molecules or ions with the total composition C11H23N2O2 at a distorted geometry from OMol25. Energies are from ωB97M-V/def2-TZVPD.

Last column: Löwdin charge in e.
Element x y z (Å)
H1 3.5381 -0.8736 2.9482  0.124
H2 -0.9027 0.3298 1.3281  0.116
H3 -0.0864 2.6731 -2.6694  0.090
C1 1.5668 1.2132 2.9706  0.003
C2 0.9099 -0.7341 1.4892  -0.311
H4 -4.4414 -2.5271 -1.5187  0.108
H5 1.9221 -2.4135 1.4276  0.152
H6 -3.8777 -2.6581 -3.1036  0.103
C3 3.2324 -0.2985 2.0262  -0.034
H7 3.2398 -0.9427 1.0672  0.128
H8 1.5108 3.2750 -1.9067  0.040
H9 2.0758 0.9226 3.9668  0.141
C4 -3.5028 -2.5277 -2.0855  -0.054
H10 0.5426 1.1581 3.0756  0.046
H11 1.1803 -0.4265 -0.9986  0.089
N1 1.8501 0.0940 2.0618  -0.156
N2 -0.8560 -0.1063 -1.2281  0.099
H12 -2.9587 -3.4225 -1.8210  0.087
H13 -2.7969 0.7921 -2.3972  0.025
C5 0.4273 0.2729 -0.8670  -0.181
H14 1.8638 2.1899 2.6497  0.095
C6 0.7236 1.7204 -0.7466  -0.245
H15 -1.1982 -1.3851 1.3889  0.094
O1 1.2157 -1.9440 0.9292  0.022
H16 -0.1638 -2.2812 -0.2676  0.090
C7 -0.5580 -0.6223 1.8680  0.011
C8 0.9212 2.4372 -2.1635  -0.089
C9 -2.7920 -1.2919 -2.0106  -0.242
H17 3.8756 0.5214 1.9881  0.076
H18 -1.5193 0.6608 -1.4214  0.147
C10 -3.2780 -0.1013 -2.5328  0.126
H19 -4.2212 -0.0589 -3.0156  0.078
H20 1.7881 1.7782 -0.1822  0.143
H21 0.0105 2.3009 -0.1754  0.094
H22 1.4053 1.7318 -2.9141  0.092
O2 -0.9859 -2.3485 -0.7974  0.121
C11 -1.4832 -1.2356 -1.3338  -0.300
H23 -0.6946 -0.5906 2.9090  0.075

The total energy is -692.525583 Eh. Its HOMO-LUMO gap (spin up / spin down) is 6.152 / 5.937 eV. The LUMO energy (spin up / spin down) comes out at -0.1310 / -0.1342 Eh. Its multiplicity is 1. Its charge is +1.



2.
Here is 2 unconnected molecules or ions with the total composition C9H16NO at a distorted geometry from OMol25. Energies are from ωB97M-V/def2-TZVPD.

Last column: Löwdin charge in e.
Element x y z (Å)
C1 1.7235 -1.6838 -1.0573  -0.194
C2 -1.4305 -0.5784 0.8227  -0.021
C3 1.9094 -1.4973 -2.5540  -0.050
H1 1.1746 -2.5927 -0.8251  0.139
C4 0.2169 1.1583 1.1068  -0.036
H2 1.0501 -0.9763 -2.9658  0.095
H3 -1.6860 -1.6230 0.9000  0.121
H4 3.6151 -0.9211 -0.6263  0.175
H5 1.1966 1.5110 1.4060  0.112
H6 -2.5093 2.3159 -2.0524  0.084
C5 -2.6817 2.4980 -0.9941  -0.046
C6 -1.8167 1.5982 -0.1536  -0.277
C7 -2.2445 0.2930 0.1131  -0.021
H7 1.1163 -0.8915 -0.6495  0.099
H8 -2.4690 3.5348 -0.7881  0.075
H9 -3.7509 2.3545 -0.8433  0.084
H10 -0.1964 2.9958 0.1370  0.119
O1 0.4958 -1.0269 2.0884  0.022
H11 3.5662 -2.5714 -0.6392  0.177
C8 -0.2613 -0.1070 1.3917  -0.360
N1 3.0489 -1.7353 -0.3717  0.199
C9 -0.5968 2.0075 0.3424  -0.041
H12 2.9485 -1.7575 0.6460  0.165
H13 -3.1968 -0.0456 -0.2725  0.120
H14 1.9664 -2.4756 -3.0373  0.091
H15 2.8095 -0.9583 -2.7989  0.078
H16 1.2880 -0.6231 2.4492  0.094

The total energy is -482.283163 Eh. Its HOMO-LUMO gap is 7.711 eV. The LUMO energy comes out at -0.1375 Eh. Its multiplicity is 1. Its charge is +1.



3.
Here is a molecular structure, C2H5Br3NO at a distorted geometry from OMol25. Energies are from ωB97M-V/def2-TZVPD.

Last column: Löwdin charge in e.
Element x y z (Å)
H1 -2.0003 -1.6172 0.0091  0.112
H2 -1.1199 -0.9697 -1.4217  0.074
N1 -1.1121 -1.1952 -0.3880  0.032
Br1 -0.2584 -0.2140 2.2772  1.056
H3 -1.4042 1.0986 0.5534  0.083
O1 1.7519 -0.1652 0.0594  -0.085
H4 -0.3765 -1.8886 -0.2382  0.069
Br2 1.0761 2.3830 1.0566  0.961
Br3 0.5668 1.2115 -2.0410  0.792
C1 -0.4915 0.4663 0.6164  -0.911
C2 0.8252 0.8119 -0.1102  -1.277
H5 2.5428 0.0786 -0.3729  0.093

The total energy is -7930.768373 Eh. Its expectation value of S² is 2.012. Its HOMO-LUMO gap (spin up / spin down) is 6.349 / 5.100 eV. The LUMO energy (spin up / spin down) comes out at -0.1559 / -0.3426 Eh. Its multiplicity is 3. Its charge is +1.



4.
Here is 2 unconnected molecules or ions with the total composition C2H8NS2 at a distorted geometry from OMol25. Energies are from ωB97M-V/def2-TZVPD.

Last column: Löwdin charge in e.
Element x y z (Å)
H1 -0.4143 1.9608 2.3615  -0.007
H2 1.9209 -3.3459 -0.0853  0.174
H3 0.4190 3.5802 0.5115  0.020
C1 -0.5420 3.2847 0.2074  -0.347
H4 -0.8555 -2.7614 -1.3870  0.202
H5 -0.1086 -4.2416 -0.6851  0.151
H6 -1.3922 4.0873 0.3575  0.103
C2 1.0627 -2.6973 -0.5508  0.100
S1 -1.0001 1.7312 1.0790  0.377
H7 1.2729 -1.6609 -0.6392  0.007
S2 0.1633 0.2674 0.6014  -0.012
N1 -0.0349 -3.2519 -0.9071  0.186
H8 -0.4912 3.0474 -0.8637  0.047

The total energy is -931.797066 Eh. Its HOMO-LUMO gap is 6.383 eV. The LUMO energy comes out at -0.1921 Eh. Its multiplicity is 1. Its charge is +1.



5.
Here is C4H8N2O in the gas phase at a distorted geometry from OMol25. Energies are from ωB97M-V/def2-TZVPD.

Last column: Löwdin charge in e.
Element x y z (Å)
O1 -0.7428 0.7015 2.7387  -0.070
N1 -1.3587 -0.0973 -0.9487  0.194
H1 -1.0079 1.8094 0.9751  0.121
H2 0.2016 0.5693 2.5861  0.078
H3 -1.4105 -1.2512 0.9768  0.134
H4 1.7810 0.3038 -2.5443  0.084
C1 -1.3852 0.9064 1.4809  -0.241
H5 1.7107 -0.0172 0.0381  0.136
H6 2.5144 -1.2194 -1.8865  0.083
H7 0.8306 -1.2353 -2.5221  0.095
C2 1.5985 -0.6349 -2.0127  -0.071
C3 -1.2045 -0.2620 0.5472  -0.236
H8 -2.4448 1.0222 1.6956  0.115
C4 -0.1899 -0.1920 -0.4554  -0.423
N2 1.1075 -0.4033 -0.6689  0.000

The total energy is -341.885634 Eh. Its HOMO-LUMO gap is 9.714 eV. The LUMO energy comes out at 0.0213 Eh. Its multiplicity is 1. Its SMILES is CNC1=N[C@@H]1CO. Its charge is 0.



6.
Here is C15H19NOS in the gas phase at a distorted geometry from OMol25. Energies are from ωB97M-V/def2-TZVPD.

Last column: Löwdin charge in e.
Element x y z (Å)
H1 -3.6841 1.5223 0.3442  0.127
S1 -1.7818 0.0030 3.0352  0.830
C1 -2.7404 1.4810 0.9307  -0.268
H2 3.0203 0.9221 -0.4647  0.108
O1 -1.6456 2.0704 0.1660  -0.058
C2 3.1622 -1.3654 1.7992  -0.118
C3 -2.1741 1.0364 -3.2344  -0.071
C4 0.0225 0.6607 -2.6891  -0.205
C5 1.7991 -1.9566 2.0649  -0.260
C6 -1.3812 1.7728 -1.1407  -0.175
H3 -2.9298 0.8564 -3.8331  0.056
C7 1.2522 0.0790 -3.2220  0.020
C8 2.3422 0.2024 -2.3924  -0.064
H4 3.7073 -2.0713 1.2229  0.057
H5 1.8359 -2.7024 2.9112  0.131
H6 3.3820 0.0868 -2.7482  0.114
C9 -2.4699 1.7495 -2.0598  0.047
H7 -2.8570 1.8585 1.8910  0.064
H8 1.2852 -0.0480 2.9560  0.121
H9 0.5401 -0.4165 1.3849  0.065
H10 -3.3839 2.1391 -1.7699  0.091
H11 3.1626 -0.4450 1.2008  0.053
C10 -0.4297 -1.3489 3.0493  -0.444
C11 2.1484 0.7411 -1.1235  -0.177
H12 1.5615 -2.4102 1.1576  0.083
H13 3.7239 -1.1717 2.6965  0.070
H14 -0.9011 -2.2605 2.7269  0.064
C12 -2.4749 0.0882 1.2321  -0.400
H15 -1.6850 -0.2939 0.5284  0.101
C13 -0.0887 1.2097 -1.4672  -0.127
H16 1.2785 -0.5388 -4.1045  0.111
C14 0.8138 -0.8214 2.3385  -0.286
H17 -0.8707 -0.1336 -4.4674  0.126
N1 1.0318 1.1713 -0.5829  0.146
C15 -1.0021 0.4531 -3.5534  -0.062
H18 -0.1979 -1.6099 4.0528  0.055
H19 -3.3716 -0.5095 1.1639  0.072

The total energy is -1111.049907 Eh. Its HOMO-LUMO gap is 8.348 eV. The LUMO energy comes out at 0.0020 Eh. Its multiplicity is 1. Its SMILES is CCCCSCCOc1cccc2cccnc12. Its charge is 0.



Repeat the second record exactly.
Here is 2 unconnected molecules or ions with the total composition C9H16NO at a distorted geometry from OMol25. Energies are from ωB97M-V/def2-TZVPD.

Last column: Löwdin charge in e.
Element x y z (Å)
C1 1.7235 -1.6838 -1.0573  -0.194
C2 -1.4305 -0.5784 0.8227  -0.021
C3 1.9094 -1.4973 -2.5540  -0.050
H1 1.1746 -2.5927 -0.8251  0.139
C4 0.2169 1.1583 1.1068  -0.036
H2 1.0501 -0.9763 -2.9658  0.095
H3 -1.6860 -1.6230 0.9000  0.121
H4 3.6151 -0.9211 -0.6263  0.175
H5 1.1966 1.5110 1.4060  0.112
H6 -2.5093 2.3159 -2.0524  0.084
C5 -2.6817 2.4980 -0.9941  -0.046
C6 -1.8167 1.5982 -0.1536  -0.277
C7 -2.2445 0.2930 0.1131  -0.021
H7 1.1163 -0.8915 -0.6495  0.099
H8 -2.4690 3.5348 -0.7881  0.075
H9 -3.7509 2.3545 -0.8433  0.084
H10 -0.1964 2.9958 0.1370  0.119
O1 0.4958 -1.0269 2.0884  0.022
H11 3.5662 -2.5714 -0.6392  0.177
C8 -0.2613 -0.1070 1.3917  -0.360
N1 3.0489 -1.7353 -0.3717  0.199
C9 -0.5968 2.0075 0.3424  -0.041
H12 2.9485 -1.7575 0.6460  0.165
H13 -3.1968 -0.0456 -0.2725  0.120
H14 1.9664 -2.4756 -3.0373  0.091
H15 2.8095 -0.9583 -2.7989  0.078
H16 1.2880 -0.6231 2.4492  0.094

The total energy is -482.283163 Eh. Its HOMO-LUMO gap is 7.711 eV. The LUMO energy comes out at -0.1375 Eh. Its multiplicity is 1. Its charge is +1.